Entry 1:
Molecular formula: C25H28N8SSe3TeTi
Method: DFT, wB97M-V/def2-TZVPD

Geometry (Å):
Ti: -0.2330 -0.0235 -0.2579
C: -0.2168 2.6453 0.9626
N: -1.0004 1.3967 1.1074
C: -2.4133 1.5993 0.7227
C: -0.9660 0.8273 2.4729
C: -1.2565 -0.6665 2.4310
C: -1.7848 -1.3077 3.5481
C: -1.9351 -2.6929 3.5650
C: -1.5058 -3.4256 2.4639
C: -0.9828 -2.7704 1.3466
C: -0.8711 -1.3653 1.2545
H: -0.6466 3.4526 1.5753
H: -0.2148 2.9589 -0.0749
H: 0.8066 2.4764 1.2846
H: -2.8749 2.3725 1.3534
H: -2.9602 0.6694 0.8643
H: -2.4948 1.8990 -0.3140
H: -1.6755 1.3571 3.1242
H: 0.0303 0.9827 2.8850
H: -2.0616 -0.7267 4.4260
H: -2.3605 -3.1909 4.4316
H: -1.5799 -4.5109 2.4762
H: -0.6301 -3.3785 0.5190
Se: 1.8727 -0.4836 1.1676
Se: 2.8341 1.0180 2.6702
Te: 4.2812 -0.4998 -2.0219
Se: 2.1212 0.3310 -0.9759
C: -4.5291 4.1864 -4.6006
C: -3.1889 4.1789 -3.9045
C: -2.4493 5.3448 -3.7819
C: -1.2679 5.2328 -3.0708
N: -0.8088 4.0910 -2.5848
C: -1.5358 2.9593 -2.8158
S: -0.8439 1.4394 -2.3323
N: -2.7650 3.0076 -3.4243
H: -4.9180 5.2005 -4.7018
H: -5.2424 3.5821 -4.0367
H: -4.4360 3.7494 -5.5982
H: -2.7911 6.2871 -4.1924
H: -0.6581 6.1121 -2.8710
C: 0.9655 -1.4625 -3.6230
C: -0.2542 -1.9091 -2.9064
N: -0.6778 -1.5114 -1.7206
C: -1.9380 -2.0794 -1.5480
C: -2.2499 -2.8650 -2.6024
N: -1.1762 -2.7564 -3.4710
C: -1.0991 -3.3811 -4.7664
N: -2.3568 -3.2192 -5.4873
N: -2.8915 -4.2516 -6.1408
N: -3.9935 -3.9011 -6.6672
C: -4.2230 -2.5745 -6.3395
C: -5.2948 -1.7291 -6.6378
C: -5.2417 -0.4579 -6.1302
C: -4.1456 -0.0095 -5.3425
C: -3.0872 -0.8171 -5.0508
C: -3.1619 -2.1236 -5.5707
H: 1.1761 -0.4393 -3.3589
H: 0.8212 -1.4938 -4.7037
H: 1.8503 -2.0459 -3.3669
H: -2.5333 -1.8936 -0.6774
H: -3.1186 -3.4655 -2.8235
H: -0.9069 -4.4457 -4.6924
H: -0.2917 -2.9233 -5.3163
H: -6.1292 -2.0745 -7.2359
H: -6.0586 0.2250 -6.3306
H: -4.1311 0.9924 -4.9379
H: -2.2667 -0.4537 -4.4342

Atoms 1-3, force components in eV/Å:
Ti 0.200 0.278 -0.953
C -0.377 -0.027 0.405
N -0.819 0.825 0.620

Total charge: -2
Multiplicity: 3
Frontier orbital gap (alpha / beta) (Eh): 0.15129 / 0.17791
Energy (eV): -275584.579
Maximum force (Eh/bohr): 0.0328

Entry 2:
Molecular formula: C34H35As2Br2N4O2Re
Method: DFT, wB97M-V/def2-TZVPD

Geometry (Å):
Re: -0.7421 0.0897 -0.4196
C: 2.9326 -4.1405 0.8866
C: 2.7021 -4.2393 -0.4811
C: 1.6749 -3.5190 -1.0634
C: 0.9059 -2.6804 -0.2616
C: 1.1231 -2.5726 1.1053
C: 2.1384 -3.3198 1.6786
N: -0.1728 -1.9396 -0.8588
N: -0.8161 -2.5651 -1.7207
C: -1.8173 -1.8264 -2.3772
C: -2.5800 -2.4659 -3.3248
C: -3.5399 -1.7225 -4.0066
C: -3.6735 -0.3752 -3.7185
C: -2.8748 0.1962 -2.7406
N: -1.9634 -0.5188 -2.0642
H: 3.7260 -4.7202 1.3391
H: 3.3155 -4.8884 -1.0907
H: 1.4729 -3.6033 -2.1225
H: 0.4552 -1.9912 1.7259
H: 2.2970 -3.2853 2.7485
H: -2.4117 -3.5170 -3.5151
H: -4.1637 -2.1914 -4.7561
H: -4.3953 0.2406 -4.2366
H: -2.9612 1.2424 -2.4868
C: 1.6627 0.0265 2.8369
As: 1.3068 0.7741 1.0962
C: 1.3979 2.6698 1.4715
C: 2.8990 0.4334 0.0653
C: 4.1405 0.2980 0.6788
C: 5.2778 0.0954 -0.0919
C: 5.1855 0.0286 -1.4757
C: 3.9516 0.1579 -2.0970
C: 2.8112 0.3545 -1.3237
As: 1.1121 0.5553 -2.1849
C: 1.0849 -0.7277 -3.6209
C: 1.1930 2.2349 -3.1411
H: 2.3274 0.7260 3.3416
H: 2.1479 -0.9392 2.7364
H: 0.7314 -0.0585 3.3896
H: 2.2731 2.8090 2.1053
H: 0.5022 2.9883 2.0018
H: 1.5339 3.2465 0.5622
H: 4.2367 0.3479 1.7563
H: 6.2408 -0.0088 0.3898
H: 6.0740 -0.1270 -2.0725
H: 3.8971 0.0999 -3.1772
H: 1.9043 -0.4895 -4.2968
H: 0.1454 -0.6459 -4.1659
H: 1.2192 -1.7347 -3.2378
H: 1.8513 2.0738 -3.9943
H: 1.6236 3.0050 -2.5051
H: 0.2082 2.5349 -3.4942
C: -0.3584 5.5550 -0.8077
C: -1.3039 4.4214 -0.5332
C: -2.6352 4.6360 -0.1736
C: -3.4734 3.5634 0.0446
C: -2.9763 2.2749 -0.0731
Br: -4.1897 0.8710 0.1113
N: -1.6863 2.0327 -0.3840
C: -0.8961 3.1119 -0.6249
H: -0.3681 6.2710 0.0139
H: -0.6548 6.0912 -1.7100
H: 0.6651 5.2062 -0.9417
H: -3.0178 5.6454 -0.0775
H: -4.5138 3.7058 0.2985
H: 0.1226 2.8903 -0.8831
Br: -3.4859 -3.3283 7.1196
C: -2.9703 -2.4698 5.5504
C: -3.0840 -3.1413 4.3348
C: -2.6976 -2.5047 3.1731
C: -2.1967 -1.1988 3.2246
C: -2.0981 -0.5317 4.4519
C: -2.4814 -1.1658 5.6148
C: -1.7706 -0.5202 2.0214
O: -1.8110 -1.1260 0.8534
O: -1.2791 0.6325 2.0186
H: -3.4753 -4.1483 4.3106
H: -2.7833 -3.0157 2.2231
H: -1.7374 0.4878 4.4842
H: -2.4146 -0.6610 6.5680

Atoms 1-3, force components in eV/Å:
Re 0.078 -0.206 0.355
C 0.028 -0.009 0.011
C -0.011 0.015 0.002

Energy above the lowest of the compared OMol25 structures with the same formula, charge and spin (eV): 0.0000
Total charge: +3
Multiplicity: 4
Frontier orbital gap (alpha / beta) (Eh): 0.20319 / 0.17615
Energy (eV): -309749.273
Maximum force (Eh/bohr): 0.0081

Entry 3:
Molecular formula: ClH2NOS2
Method: DFT, wB97M-V/def2-TZVPD

Geometry (Å):
N: -1.0467 0.0267 -0.0008
O: 0.5898 1.0927 1.5639
S: 0.9397 1.7543 -1.2739
S: 0.5251 0.5692 0.2290
Cl: 1.6510 -2.5446 -0.3978
H: -1.2163 -0.4121 -0.8958
H: -1.4427 -0.4862 0.7754

Atoms 1-3, force components in eV/Å:
N 1.068 0.314 0.146
O 0.580 -0.955 0.085
S 0.183 -1.576 1.155

Energy above the lowest of the compared OMol25 structures with the same formula, charge and spin (eV): 2.5864
Total charge: 0
Frontier orbital gap (alpha / beta) (Eh): 0.18939 / 0.18925
Energy (eV): -37759.196
Maximum force (Eh/bohr): 0.0539

Entry 4:
Molecular formula: C24H30N2O2
Method: DFT, wB97M-V/def2-TZVPD

Geometry (Å):
C: -2.3045 -2.8132 3.0753
C: -2.4798 -1.8581 1.9028
N: -2.6395 -0.4300 2.2423
C: -3.9563 0.1452 1.9041
C: -4.1980 0.3203 0.4253
C: -1.5966 0.4253 2.4446
O: -1.7049 1.6412 2.2460
C: -0.3773 -0.1219 3.1820
C: 0.8558 0.5280 2.7785
O: 0.8548 1.6593 3.5068
C: -0.0708 1.3702 4.5805
C: -0.5959 2.7566 4.8358
C: 0.3389 3.7821 4.8218
C: -0.0903 5.1006 4.9782
C: -1.4532 5.3855 5.1260
C: -2.3807 4.3393 5.1238
C: -1.9581 3.0176 4.9754
N: 0.6344 0.8301 5.6850
C: 0.9766 1.6115 6.8204
C: 1.5832 0.6267 7.8298
C: 1.6590 -0.7338 7.1196
C: 0.8614 -0.5781 5.8174
C: 2.0988 0.1065 2.2534
C: 2.3550 -1.2627 1.9481
C: 3.6443 -1.6762 1.6229
C: 4.6967 -0.7501 1.5755
C: 4.4553 0.6041 1.8608
C: 3.1771 1.0350 2.1716
H: -2.1548 -3.8166 2.6630
H: -1.4522 -2.5992 3.7262
H: -3.2093 -2.8222 3.6937
H: -1.6566 -1.9634 1.1730
H: -3.4193 -2.1055 1.3898
H: -4.6823 -0.5610 2.3215
H: -4.0489 1.1006 2.4285
H: -5.2121 0.6958 0.2827
H: -3.4985 1.0479 0.0102
H: -4.1005 -0.6246 -0.1121
H: -0.3500 -1.2123 3.2659
H: -0.8918 0.6242 4.4197
H: 1.3957 3.5617 4.6897
H: 0.6587 5.8943 4.9725
H: -1.7856 6.4214 5.2461
H: -3.4461 4.5542 5.2297
H: -2.6577 2.1864 4.9610
H: 0.1075 2.1453 7.2440
H: 1.7135 2.3892 6.5579
H: 0.9339 0.5739 8.7103
H: 2.5693 0.9768 8.1479
H: 2.6958 -0.9739 6.8644
H: 1.2539 -1.5466 7.7268
H: 1.4123 -1.0014 4.9583
H: -0.0977 -1.1325 5.8602
H: 1.5197 -1.9722 2.0016
H: 3.8316 -2.7323 1.4152
H: 5.7034 -1.0855 1.3132
H: 5.2770 1.3169 1.8447
H: 2.9902 2.0846 2.3955

Atoms 1-3, force components in eV/Å:
C -0.227 -0.255 0.028
C 0.154 0.596 -0.063
N -0.446 -0.539 -0.245

Energy above the lowest of the compared OMol25 structures with the same formula, charge and spin (eV): 5.5283
Total charge: 0
SMILES string: CCN(CC)C(=O)/C=C(\O[C@H](c1ccccc1)N1CCCC1)c1ccccc1
Frontier orbital gap (Eh): 0.23161
Energy (eV): -32445.180
Maximum force (Eh/bohr): 0.1647

Entry 5:
Molecular formula: C4H6O2
Method: DFT, wB97M-V/def2-TZVPD

Geometry (Å):
O: -0.1390 -1.5241 1.9435
C: -0.5189 -0.8437 1.0322
C: -0.0592 0.6001 0.7088
C: -0.4408 0.9838 -0.7051
C: 0.8654 0.2876 -0.4211
O: 0.9771 -1.1661 -0.4825
H: -1.3266 -1.1568 0.3318
H: 0.0792 1.2924 1.5403
H: -0.4359 2.0250 -1.0454
H: -1.2285 0.3954 -1.1767
H: 1.8320 0.7402 -0.6247
H: 0.3951 -1.6336 -1.1011

Atoms 1-3, force components in eV/Å:
O -0.322 0.498 -0.080
C -0.776 0.757 1.019
C -0.127 -0.604 0.267

Energy above the lowest of the compared OMol25 structures with the same formula, charge and spin (eV): 2.6497
Total charge: 0
SMILES string: O=C[C@@H]1C[C@@H]1O
Frontier orbital gap (Eh): 0.38349
Energy (eV): -8337.811
Maximum force (Eh/bohr): 0.0289